Record 1
Below is the ion C2H3N2O2 with charge +1, with properties calculated with the ωB97M-V functional and the def2-TZVPD basis.

Structure (XYZ):
```
9
Properties=species:S:1:pos:R:3:nbo_charge:R:1
O -2.67020 0.50650 -0.13164 -0.319
N -1.11947 0.06287 0.02491 0.450
N -0.17755 0.93656 -0.05963 -0.222
C 0.99252 0.26425 -0.11023 -0.079
C 0.69183 -1.05284 -0.10083 0.151
O -0.64388 -1.17700 0.03923 -0.107
H -0.50271 1.89484 0.32099 0.530
H 2.05209 0.44555 -0.00615 0.309
H 1.37737 -1.88073 0.02334 0.287
```

- LUMO energy (alpha / beta): -7.01 / -7.01 eV
- SMILES: O=[n+]1[nH]cco1
- Net charge: +1
- Gap between HOMO and LUMO (alpha / beta): 0.311 / 0.311 hartree
- Relative energy (zero: lowest compared OMol25 entry of this formula, charge and spin): 180.2 kcal per mole

Record 2
Below is the ion C2H3N2O2 with charge +1, with properties calculated with the ωB97M-V functional and the def2-TZVPD basis.

Structure (XYZ):
```
9
Properties=species:S:1:pos:R:3:nbo_charge:R:1
O 2.14858 -1.06438 -0.10728 -0.401
C 1.36781 -0.23704 -0.00043 0.577
N -0.08358 -0.67609 0.04784 -0.636
C -1.17235 0.09399 0.15945 0.177
N -2.28568 -0.38088 -0.08414 0.333
O -3.39328 -0.59311 -0.03281 0.041
H 1.48578 0.78624 0.13736 0.155
H -0.26372 -1.66162 0.09349 0.433
H -1.20417 1.14869 0.57207 0.320
```

- LUMO energy (alpha / beta): -7.97 / -7.96 eV
- SMILES: O=C/[NH+]=C/N=O
- Net charge: +1
- Gap between HOMO and LUMO (alpha / beta): 0.280 / 0.280 hartree
- Relative energy (zero: lowest compared OMol25 entry of this formula, charge and spin): 114.2 kcal per mole

Record 3
Below is an isolated molecule of C2H3N2OP, with properties calculated with the ωB97M-V functional and the def2-TZVPD basis.

Structure (XYZ):
```
9
Properties=species:S:1:pos:R:3:nbo_charge:R:1
C 0.07617 0.03053 0.42276 -0.020
C 0.63264 -1.06594 1.01788 -0.688
N -0.84070 -0.40855 -1.79414 0.004
N -0.56068 0.09102 -0.82190 0.142
O -0.49373 1.76399 -0.92423 -0.926
P 0.94244 -2.75949 0.77405 0.480
H 0.01994 1.00489 0.84151 0.272
H 1.03700 -1.01574 2.06235 0.264
H -0.81310 2.35929 -1.57828 0.472
```

- LUMO energy (alpha / beta): -1.57 / -2.45 eV
- Net charge: 0
- Gap between HOMO and LUMO (alpha / beta): 0.268 / 0.231 hartree
- Relative energy (zero: lowest compared OMol25 entry of this formula, charge and spin): 152.5 kcal per mole

Record 4
Below is an isolated molecule of C2H3N2P, with properties calculated with the ωB97M-V functional and the def2-TZVPD basis.

Structure (XYZ):
```
8
Properties=species:S:1:pos:R:3:nbo_charge:R:1
C 0.14921 1.98113 -0.02093 -0.358
C -0.51814 0.96077 -0.33284 0.034
N -1.05677 -0.33351 -0.10212 -0.498
N 0.14322 -0.94868 0.38930 -0.709
P 1.34563 0.48289 0.46220 0.845
H -1.62038 -0.79448 -0.83422 0.393
H -0.10581 -1.44179 1.28384 0.367
H 1.66303 0.09368 -0.84523 -0.073
```

- LUMO energy: -0.01 eV
- SMILES: C1=C2NN[P@H]=12
- Net charge: 0
- Gap between HOMO and LUMO: 0.313 hartree
- Relative energy (zero: lowest compared OMol25 entry of this formula, charge and spin): 113.3 kcal per mole

Record 5
Below is a structure of composition C2H3N2P, with properties calculated with the ωB97M-V functional and the def2-TZVPD basis.

Structure (XYZ):
```
8
Properties=species:S:1:pos:R:3:nbo_charge:R:1
C -0.74286 -0.82514 -0.51728 0.220
C 0.25832 0.25586 1.10356 -0.135
N 0.23088 -0.41961 -1.30948 -0.699
N -0.76275 -0.44688 0.76595 -0.464
P 1.26200 0.61230 -0.40116 0.667
H -1.44074 -1.48702 -1.03456 0.202
H 0.60815 0.58060 2.10466 0.215
H 0.58700 1.72989 -0.71169 -0.005
```

- LUMO energy: -0.42 eV
- Net charge: 0
- Gap between HOMO and LUMO: 0.345 hartree
- Relative energy (zero: lowest compared OMol25 entry of this formula, charge and spin): 12.1 kcal per mole

Record 6
Below is an isolated molecule of C2H3N2PS, with properties calculated with the ωB97M-V functional and the def2-TZVPD basis.

Structure (XYZ):
```
9
Properties=species:S:1:pos:R:3:nbo_charge:R:1
C -1.52320 -1.17177 0.18001 -0.324
C 0.63507 -0.28071 0.00780 0.108
N -0.22312 -1.08846 0.04968 -0.325
N -1.27811 1.41037 0.08160 -0.685
P 2.32589 0.34194 0.17386 0.339
S -2.37313 0.41897 0.11112 0.627
H -2.02987 -1.97074 -0.15696 0.205
H 2.00216 1.53970 0.83897 0.033
H 2.46431 0.80069 -1.28608 0.022
```

- LUMO energy (alpha / beta): 0.10 / -1.84 eV
- 2S+1: 3
- Net charge: 0
- ⟨S²⟩: 2.04
- Gap between HOMO and LUMO (alpha / beta): 0.240 / 0.226 hartree
- Relative energy (zero: lowest compared OMol25 entry of this formula, charge and spin): 9.5 kcal per mole

Record 7
Below is a cluster of 2 separate species, C2H3N2PS3 in total, with properties calculated with the ωB97M-V functional and the def2-TZVPD basis.

Structure (XYZ):
```
11
Properties=species:S:1:pos:R:3:nbo_charge:R:1
N -1.79025 -1.64829 -2.54791 -0.278
C -1.11613 -1.67891 -1.62296 -0.109
P -0.06267 -1.75462 -0.19168 0.578
S -0.68395 -3.68713 0.40637 -0.244
S -1.20958 -0.43827 1.00841 -0.251
H -1.98319 -3.54946 0.13430 0.149
H -0.15718 0.31181 1.32496 0.152
N 2.57434 1.89735 -0.02363 -0.680
C 2.94765 0.97418 -0.69172 0.220
S 3.16574 -0.34337 -1.47610 0.038
H 2.96960 2.76721 0.26046 0.426
```

- LUMO energy: 0.26 eV
- SMILES: N#CP(S)S.N=C=S
- Net charge: 0
- Gap between HOMO and LUMO: 0.370 hartree
- Relative energy (zero: lowest compared OMol25 entry of this formula, charge and spin): 0.0 kcal per mole

Record 8
Below is a cluster of 2 separate species, C2H3N2S2 in total, with properties calculated with the ωB97M-V functional and the def2-TZVPD basis.

Structure (XYZ):
```
9
Properties=species:S:1:pos:R:3:nbo_charge:R:1
C -1.32599 0.33116 -0.54484 0.128
C 2.84263 -0.25215 0.52931 0.183
N 1.83281 0.12037 1.02567 -0.764
N -2.51664 -0.14728 -0.66461 -0.745
S 3.99715 -0.63193 -0.36070 0.187
S -0.08343 1.19753 -0.38373 0.614
H 1.16293 0.01725 1.84481 0.463
H -3.32800 0.50688 -0.79082 0.478
H -2.58146 -1.14183 -0.65511 0.455
```

- LUMO energy: -6.05 eV
- Net charge: +1
- Gap between HOMO and LUMO: 0.257 hartree
- Relative energy (zero: lowest compared OMol25 entry of this formula, charge and spin): 36.7 kcal per mole

Record 9
Below is a cluster of 2 separate species, C2H3N2S3 in total, with properties calculated with the ωB97M-V functional and the def2-TZVPD basis.

Structure (XYZ):
```
10
Properties=species:S:1:pos:R:3:nbo_charge:R:1
C 1.15999 -2.16361 0.58909 0.256
C -1.21346 -0.33800 0.80174 -0.051
N -0.72652 -1.27955 1.37083 -0.625
N 1.07649 -2.18294 -0.64444 -0.736
S 1.79639 -2.66664 1.93555 -0.117
S -0.48588 1.02195 -0.05423 -0.098
S -3.12105 -0.05728 0.90420 -0.295
H -1.54051 2.02474 0.16066 0.136
H 0.12712 -1.76990 -0.76028 0.391
H -3.17910 -1.08925 1.76527 0.138
```

- LUMO energy: 3.14 eV
- Net charge: -1
- Gap between HOMO and LUMO: 0.246 hartree
- Relative energy (zero: lowest compared OMol25 entry of this formula, charge and spin): 58.1 kcal per mole

Record 10
Below is a structure of composition C2H3N3, with properties calculated with the ωB97M-V functional and the def2-TZVPD basis.

Structure (XYZ):
```
8
Properties=species:S:1:pos:R:3:nbo_charge:R:1
N -1.18110 0.77534 -0.39268 -0.283
N -1.07996 -0.49660 -0.15211 -0.172
C 0.08693 -0.97383 0.04160 -0.074
C 1.12900 0.23932 0.07155 -0.053
N 0.59922 1.38075 -0.08802 -0.251
H -1.91404 1.14827 0.24006 0.377
H 0.16513 -2.07541 0.03260 0.225
H 2.19483 0.00215 0.24699 0.232
```

- LUMO energy: 0.57 eV
- Net charge: 0
- Gap between HOMO and LUMO: 0.374 hartree
- Relative energy (zero: lowest compared OMol25 entry of this formula, charge and spin): 71.1 kcal per mole

Number 1: F_max 6.46 eV/A, E_tot -337.45099 a.u.. Number 2: F_max 3.87 eV/A, E_tot -337.55616 a.u.. Number 3: F_max 3.49 eV/A, E_tot -603.85876 a.u.. Number 4: F_max 2.16 eV/A, E_tot -528.66112 a.u.. Number 5: F_max 4.66 eV/A, E_tot -528.82236 a.u.. Number 6: F_max 4.83 eV/A, E_tot -926.81258 a.u.. Number 7: F_max 1.07 eV/A, E_tot -1723.43099 a.u.. Number 8: F_max 4.64 eV/A, E_tot -983.56475 a.u.. Number 9: F_max 2.57 eV/A, E_tot -1382.05897 a.u.. Number 10: F_max 2.48 eV/A, E_tot -242.15938 a.u..